# 1
{
  "formula": "C33H72BrO6PS",
  "method": "wB97M-V/def2-TZVPD",
  "elements": ["C", "C", "C", "Br", "C", "C", "O", "S", "O", "O", "O", "C", "C", "C", "C", "O", "P", "O", "H", "H", "H", "H", "H", "H", "H", "H", "H", "H", "H", "H", "H", "H", "H", "H", "C", "C", "C", "C", "C", "C", "H", "H", "H", "H", "H", "H", "H", "H", "H", "H", "H", "H", "H", "H", "C", "C", "C", "C", "C", "C", "H", "H", "H", "H", "H", "H", "H", "H", "H", "H", "H", "H", "H", "H", "C", "C", "C", "C", "C", "C", "H", "H", "H", "H", "H", "H", "H", "H", "H", "H", "H", "H", "H", "H", "C", "C", "C", "C", "C", "C", "H", "H", "H", "H", "H", "H", "H", "H", "H", "H", "H", "H", "H", "H"],
  "xyz": [[-0.87667, -2.60461, 1.00988], [-1.69836, -1.31475, 0.79754], [-2.59577, -1.39679, -0.43265], [-1.42262, -1.53283, -2.00272], [-3.64147, -0.23923, -0.55324], [-3.55286, 0.57022, -1.83725], [-3.24096, 0.75642, 0.45005], [-4.20996, 0.99948, 1.65515], [-4.61082, 2.35556, 1.70080], [-3.71841, 0.40351, 2.85245], [-5.38679, 0.06331, 1.12539], [-5.13328, -0.61602, -0.12446], [-5.43948, -2.09082, 0.20188], [-6.13567, -2.77150, -0.94621], [-5.46333, -4.01383, -1.58719], [-5.49995, -2.55197, -2.12868], [-6.43014, 0.20030, -1.21895], [-6.55181, 1.64732, -0.95680], [0.18751, -2.36912, 1.05853], [-1.00565, -3.32479, 0.20295], [-1.12559, -3.06474, 1.96638], [-2.32353, -1.17492, 1.67832], [-1.01831, -0.47109, 0.69369], [-3.07870, -2.36471, -0.42610], [-3.72431, -0.04880, -2.71520], [-4.28994, 1.37430, -1.80331], [-2.57519, 1.03989, -1.88924], [-4.57234, -2.67593, 0.48793], [-6.12343, -2.08881, 1.04996], [-7.21940, -2.82409, -0.88099], [-4.70776, -4.07650, -0.76999], [-4.80183, -4.46811, -2.32019], [-7.59118, -0.53387, -0.92526], [-6.05461, -0.08306, -2.53512], [-2.33513, 7.51546, -0.54191], [-1.48904, 6.56485, -1.38299], [-2.23459, 5.30002, -1.80568], [-2.70562, 4.41592, -0.64918], [-1.59734, 3.94313, 0.28801], [-0.54397, 3.07496, -0.39625], [-2.64806, 7.05497, 0.39619], [-1.77634, 8.41837, -0.29170], [-3.23370, 7.81837, -1.08360], [-0.58063, 6.30024, -0.83453], [-1.15733, 7.08761, -2.28414], [-1.59439, 4.71864, -2.47615], [-3.10844, 5.58522, -2.40021], [-3.21588, 3.54088, -1.06407], [-3.46056, 4.94517, -0.06348], [-2.05851, 3.36778, 1.09435], [-1.10735, 4.79609, 0.76563], [-1.00048, 2.19176, -0.84999], [0.20253, 2.72773, 0.32092], [-0.01307, 3.61897, -1.17960], [2.22197, 0.37445, 1.22482], [3.39594, 0.16980, 0.27668], [3.43233, -1.23549, -0.32180], [3.60500, -2.36562, 0.69519], [4.85768, -2.25987, 1.56325], [6.15595, -2.31273, 0.76399], [2.27837, -0.29208, 2.08812], [2.20290, 1.39685, 1.60562], [1.27253, 0.18979, 0.71414], [4.33421, 0.38908, 0.79318], [3.32412, 0.89388, -0.53949], [4.23611, -1.28751, -1.06176], [2.50405, -1.40771, -0.87845], [3.62582, -3.31761, 0.15510], [2.72666, -2.40975, 1.34656], [4.84909, -3.08441, 2.28091], [4.82849, -1.34148, 2.15608], [6.22105, -3.23914, 0.18916], [7.02285, -2.26934, 1.42443], [6.23580, -1.47734, 0.06657], [5.41458, -0.70609, -7.42403], [5.08310, 0.47533, -6.51777], [5.31119, 0.18847, -5.03455], [4.45254, -0.93925, -4.45866], [2.94517, -0.73848, -4.60832], [2.42198, 0.49729, -3.88280], [4.78038, -1.56833, -7.21237], [5.27067, -0.44603, -8.47348], [6.45460, -1.01405, -7.29649], [4.04844, 0.78678, -6.68565], [5.70576, 1.32703, -6.80349], [5.13958, 1.10579, -4.46470], [6.36474, -0.06571, -4.88048], [4.69095, -1.04830, -3.39592], [4.73202, -1.88710, -4.92688], [2.44031, -1.62285, -4.20959], [2.67460, -0.68522, -5.66649], [2.65194, 0.44426, -2.81611], [1.33873, 0.57744, -3.98690], [2.85792, 1.41583, -4.27844], [2.12690, -2.06660, 7.45936], [0.68535, -2.48320, 7.18486], [0.44339, -2.92458, 5.74249], [0.69753, -1.84335, 4.69115], [-0.11955, -0.56384, 4.86546], [-1.61845, -0.78692, 4.71816], [2.41998, -1.20523, 6.85724], [2.26178, -1.79268, 8.50646], [2.81706, -2.88342, 7.23681], [0.01087, -1.66284, 7.44425], [0.42339, -3.31219, 7.84753], [-0.58327, -3.29026, 5.65017], [1.08725, -3.78208, 5.52082], [0.48796, -2.25950, 3.69923], [1.76126, -1.58565, 4.68998], [0.18741, 0.14789, 4.09303], [0.10967, -0.09444, 5.82568], [-1.83541, -1.20975, 3.73676], [-2.15950, 0.15348, 4.79661], [-2.02334, -1.46095, 5.47585]],
  "forces_ev_per_angstrom": [[0.179, 0.273, 0.103], [0.147, -0.625, -0.042], [0.049, 0.076, -0.025], [0.024, -0.067, -0.058], [0.458, 0.479, 0.335], [-0.457, -0.071, -0.056], [-0.027, 0.029, -0.103], [-0.355, 0.155, 0.651], [0.022, -0.039, -0.271], [0.099, -0.084, -0.286], [0.159, 0.104, -0.154], [0.066, -0.204, 0.347], [-0.839, -0.257, 0.154], [-1.569, -1.199, -0.654], [2.626, 2.106, 1.622], [0.824, -0.261, 0.315], [0.217, 0.814, 0.085], [-0.018, -0.051, 0.032], [0.008, -0.045, -0.082], [-0.056, -0.068, 0.058], [-0.100, -0.128, -0.091], [-0.023, 0.284, -0.057], [-0.224, 0.185, 0.138], [-0.093, 0.021, -0.248], [0.091, -0.006, -0.028], [0.026, 0.023, 0.023], [0.069, -0.159, -0.100], [0.125, 0.223, 0.190], [0.109, 0.083, 0.120], [-0.066, 0.342, -0.441], [0.586, 0.133, -0.486], [-1.957, -1.252, -1.034], [0.062, -0.204, -0.126], [-0.216, -0.476, -0.019], [0.073, -0.001, 0.017], [-0.061, 0.046, -0.037], [0.007, -0.048, -0.010], [0.019, 0.053, -0.003], [0.021, -0.182, -0.011], [0.039, 0.069, 0.078], [-0.016, -0.005, -0.005], [-0.011, 0.010, -0.004], [-0.019, -0.020, 0.015], [0.003, -0.018, -0.008], [0.028, 0.001, 0.007], [0.003, -0.008, 0.009], [0.003, 0.018, -0.001], [-0.012, -0.005, 0.030], [-0.020, -0.012, -0.008], [0.005, 0.037, 0.034], [-0.034, 0.028, -0.008], [0.008, 0.001, -0.019], [-0.007, -0.019, -0.010], [-0.012, -0.011, -0.023], [0.036, 0.099, 0.104], [-0.111, -0.066, -0.073], [0.065, -0.025, -0.065], [-0.052, 0.038, 0.020], [0.028, -0.079, -0.037], [-0.003, 0.041, 0.062], [-0.029, -0.014, 0.001], [-0.048, 0.000, 0.007], [0.013, -0.017, -0.002], [0.007, -0.022, 0.002], [0.021, 0.013, 0.004], [0.003, -0.012, 0.005], [-0.011, 0.021, 0.004], [0.010, -0.005, 0.006], [-0.003, 0.002, -0.004], [0.001, 0.020, 0.027], [-0.022, 0.001, 0.003], [-0.009, 0.014, -0.028], [0.010, -0.010, -0.007], [-0.002, -0.007, -0.014], [-0.053, 0.042, -0.017], [0.073, -0.025, -0.014], [-0.014, 0.013, 0.033], [0.014, -0.015, -0.044], [0.008, 0.006, 0.101], [-0.054, -0.053, -0.056], [0.009, -0.009, 0.007], [0.013, -0.006, -0.006], [-0.006, -0.023, 0.017], [-0.002, 0.011, 0.016], [-0.022, 0.017, -0.009], [-0.010, -0.004, 0.006], [0.006, 0.002, -0.015], [-0.014, 0.000, 0.005], [0.013, 0.003, -0.001], [-0.018, -0.006, -0.022], [0.016, -0.016, -0.008], [0.015, 0.026, 0.001], [-0.006, 0.023, 0.031], [0.009, 0.005, 0.011], [-0.052, 0.032, 0.031], [0.059, -0.052, 0.009], [-0.064, -0.011, -0.044], [0.138, 0.075, 0.005], [-0.021, -0.107, -0.150], [0.061, 0.063, 0.196], [0.009, -0.006, -0.008], [0.013, -0.008, 0.003], [0.009, 0.011, -0.026], [-0.016, -0.006, -0.013], [-0.019, 0.014, 0.014], [-0.008, 0.015, -0.001], [0.009, 0.000, 0.015], [0.012, -0.002, 0.022], [0.009, -0.025, -0.019], [0.080, 0.032, 0.053], [-0.015, -0.002, 0.004], [-0.067, -0.029, 0.044], [-0.050, -0.017, -0.048], [0.068, -0.032, 0.011]],
  "smiles": "CC[C@H](Br)[C@]1(C)OS(=O)(=O)O[C@@]1(C[C@@H]1CO1)[PH2]=O.CCCCCC.CCCCCC.CCCCCC.CCCCCC",
  "multiplicity": 1,
  "charge": 0
}

***

# 2
{
  "formula": "C33H72IN2O15P",
  "method": "wB97M-V/def2-TZVPD",
  "elements": ["N", "C", "C", "C", "C", "N", "C", "C", "C", "C", "O", "C", "O", "P", "O", "I", "H", "H", "H", "H", "H", "H", "H", "H", "H", "H", "H", "H", "C", "O", "C", "C", "O", "C", "H", "H", "H", "H", "H", "H", "H", "H", "H", "H", "C", "O", "C", "C", "O", "C", "H", "H", "H", "H", "H", "H", "H", "H", "H", "H", "C", "O", "C", "C", "O", "C", "H", "H", "H", "H", "H", "H", "H", "H", "H", "H", "C", "O", "C", "C", "O", "C", "H", "H", "H", "H", "H", "H", "H", "H", "H", "H", "C", "O", "C", "C", "O", "C", "H", "H", "H", "H", "H", "H", "H", "H", "H", "H", "C", "O", "C", "C", "O", "C", "H", "H", "H", "H", "H", "H", "H", "H", "H", "H"],
  "xyz": [[2.39254, -2.48002, 5.70662], [2.14132, -1.40782, 5.38578], [1.87363, -0.02049, 5.00944], [1.27693, 0.18091, 3.58056], [0.78527, -1.07558, 3.01738], [0.44851, -2.04382, 2.50057], [0.17489, 1.27200, 3.60821], [-1.22854, 0.77291, 3.95571], [-2.00654, 0.15466, 2.77851], [-3.43943, 0.65591, 2.69923], [-4.03210, 0.61297, 4.01666], [-5.13946, -0.12867, 4.16558], [-6.03563, -0.18790, 3.38081], [2.72552, 0.61784, 2.43675], [1.85067, 0.89637, 1.08151], [3.19814, 2.88980, 3.23172], [2.83038, 0.50625, 5.08242], [1.20991, 0.43213, 5.74716], [0.48077, 1.99350, 4.36784], [0.16173, 1.81491, 2.66072], [-1.79569, 1.64658, 4.28726], [-1.21047, 0.10158, 4.81742], [-2.02401, -0.93380, 2.84273], [-1.52264, 0.40687, 1.82941], [-3.47373, 1.68964, 2.34859], [-4.03160, 0.04317, 2.01981], [-5.14602, -0.69270, 5.10885], [2.20483, 0.35911, 0.36260], [3.02078, 6.41561, -3.28370], [3.87996, 6.34472, -2.15915], [3.25210, 6.68936, -0.93722], [2.87522, 5.46029, -0.13895], [1.88743, 4.68343, -0.79540], [2.41153, 3.55498, -1.46537], [3.51482, 5.91088, -4.11167], [2.06535, 5.91991, -3.09510], [2.83356, 7.45707, -3.56749], [2.36403, 7.30330, -1.11979], [3.96247, 7.28453, -0.35509], [2.45816, 5.77522, 0.82294], [3.76566, 4.85515, 0.06243], [2.70762, 2.78166, -0.74680], [3.27221, 3.81924, -2.08540], [1.62176, 3.15912, -2.10326], [3.50001, 2.83180, -5.41279], [4.00104, 4.06536, -5.89544], [5.35829, 4.29363, -5.55666], [6.29095, 4.01731, -6.71449], [6.29528, 2.64637, -7.07753], [5.49747, 2.35742, -8.20989], [2.54856, 2.64169, -5.90516], [4.17870, 2.00554, -5.63203], [3.33343, 2.88344, -4.33019], [5.64537, 3.68483, -4.69270], [5.45318, 5.34641, -5.27148], [7.31018, 4.28189, -6.41793], [6.01461, 4.64013, -7.57173], [5.97489, 2.72002, -9.12679], [4.50134, 2.79843, -8.12544], [5.40166, 1.27430, -8.27222], [-2.90734, 2.21863, 6.99388], [-1.62605, 1.64108, 7.18395], [-0.59009, 2.60038, 7.30076], [-0.18351, 2.83015, 8.74057], [-1.22760, 3.41425, 9.49588], [-1.93619, 2.48979, 10.30137], [-3.64225, 1.42967, 7.14378], [-3.09221, 3.02318, 7.70897], [-3.01702, 2.60555, 5.97553], [-0.89013, 3.54812, 6.84087], [0.27964, 2.22206, 6.75145], [0.66563, 3.52032, 8.76088], [0.13732, 1.88509, 9.19177], [-1.33400, 2.18252, 11.16291], [-2.22940, 1.60289, 9.73451], [-2.83100, 2.99436, 10.66130], [-7.59724, -2.86057, 5.35229], [-6.74527, -2.51644, 6.43488], [-7.41739, -1.87325, 7.50422], [-7.70665, -2.82277, 8.64644], [-8.62289, -3.83690, 8.27536], [-8.00994, -5.07661, 7.97486], [-7.03674, -3.52926, 4.70112], [-8.50202, -3.36982, 5.69154], [-7.87043, -1.96684, 4.78296], [-8.34899, -1.41815, 7.15239], [-6.76639, -1.07243, 7.87013], [-8.15631, -2.25777, 9.46875], [-6.77207, -3.26332, 9.00968], [-7.66059, -5.57053, 8.88814], [-7.16788, -4.95479, 7.28939], [-8.76397, -5.70477, 7.50370], [1.91296, -3.47291, -5.36015], [3.30469, -3.22193, -5.24699], [3.80634, -2.34771, -6.24093], [3.99171, -0.94122, -5.71628], [2.75611, -0.33532, -5.36860], [2.49087, -0.35310, -3.98012], [1.59520, -3.96125, -4.43985], [1.34531, -2.54722, -5.48318], [1.70637, -4.14030, -6.20278], [3.14376, -2.33627, -7.11296], [4.77973, -2.73302, -6.56016], [4.44994, -0.32737, -6.49851], [4.66938, -0.94944, -4.85616], [3.12413, 0.37217, -3.45338], [2.65090, -1.34570, -3.55197], [1.44729, -0.07119, -3.84492], [0.38364, -6.92542, -6.75527], [0.30199, -5.84376, -7.66692], [0.62612, -6.20509, -8.99955], [-0.60915, -6.40166, -9.85059], [-1.38510, -7.50381, -9.41469], [-2.51140, -7.13731, -8.64016], [-0.08663, -6.60977, -5.82527], [-0.13361, -7.80987, -7.13363], [1.42995, -7.17848, -6.55200], [1.23729, -7.11330, -9.01230], [1.22114, -5.39128, -9.42575], [-0.29852, -6.60422, -10.88005], [-1.20958, -5.48582, -9.85222], [-3.29059, -6.69439, -9.26996], [-2.24540, -6.43066, -7.85028], [-2.90266, -8.04658, -8.18705]],
  "forces_ev_per_angstrom": [[-0.043, 0.001, -0.029], [0.028, 0.036, 0.064], [0.067, -0.151, -0.075], [0.043, 0.390, 0.209], [0.086, 0.112, -0.132], [-0.018, -0.059, 0.004], [0.015, -0.117, 0.158], [-0.198, 0.262, -0.243], [-0.069, -0.155, 0.137], [-0.060, 0.331, -0.183], [0.464, -0.575, 0.136], [-0.189, 0.011, 0.255], [-0.196, -0.178, -0.463], [-0.042, -0.327, -0.006], [0.062, -0.020, 0.105], [-0.021, 0.055, -0.079], [-0.094, 0.108, 0.042], [-0.052, -0.138, -0.006], [0.076, 0.020, -0.076], [-0.061, -0.107, -0.034], [0.102, -0.012, 0.094], [0.022, 0.012, -0.029], [0.089, 0.029, 0.007], [-0.025, -0.052, 0.010], [-0.041, -0.005, 0.081], [-0.051, 0.097, 0.010], [0.059, 0.272, 0.165], [-0.023, 0.076, -0.111], [0.002, 0.000, -0.062], [-0.026, -0.047, -0.024], [0.115, -0.014, -0.039], [-0.125, 0.005, 0.107], [0.026, 0.004, -0.040], [-0.022, -0.004, -0.006], [0.005, 0.002, 0.001], [-0.003, 0.007, 0.022], [-0.032, 0.004, 0.030], [-0.009, -0.012, 0.001], [-0.017, 0.006, 0.010], [0.021, 0.003, 0.005], [0.016, 0.014, -0.013], [0.037, 0.011, -0.004], [0.001, -0.004, 0.000], [-0.012, -0.006, 0.018], [-0.036, 0.015, 0.006], [0.038, -0.044, -0.045], [-0.065, 0.132, 0.045], [0.078, -0.085, -0.017], [-0.069, -0.004, 0.016], [0.007, -0.010, 0.010], [-0.003, 0.020, -0.001], [0.002, 0.003, -0.005], [0.017, -0.045, 0.002], [0.007, -0.004, -0.002], [0.057, -0.010, 0.011], [-0.008, 0.019, 0.002], [-0.009, 0.000, 0.000], [-0.024, 0.024, -0.005], [-0.003, -0.005, -0.002], [0.030, -0.002, -0.008], [-0.025, -0.054, 0.022], [0.035, 0.073, 0.027], [-0.014, -0.094, -0.042], [0.021, 0.097, 0.063], [-0.049, -0.031, -0.046], [0.000, 0.017, 0.010], [0.011, -0.016, -0.032], [0.000, 0.000, 0.002], [-0.001, 0.025, 0.008], [0.005, 0.008, 0.009], [0.014, 0.034, 0.003], [0.011, -0.017, -0.009], [-0.007, -0.009, -0.011], [0.004, -0.031, -0.012], [-0.002, -0.002, 0.003], [0.016, 0.018, 0.014], [0.038, 0.060, -0.073], [-0.012, -0.038, 0.008], [0.090, 0.038, -0.042], [-0.090, -0.018, 0.065], [0.023, 0.009, -0.061], [-0.016, -0.004, 0.003], [0.022, 0.021, -0.002], [0.017, 0.004, 0.045], [-0.039, -0.021, -0.013], [-0.006, -0.007, 0.004], [-0.018, 0.009, 0.014], [0.019, 0.009, 0.002], [0.008, 0.002, -0.011], [0.032, 0.005, -0.008], [0.001, -0.005, -0.001], [-0.013, 0.001, 0.023], [0.022, -0.078, -0.026], [-0.038, 0.088, 0.067], [0.050, -0.114, 0.026], [-0.018, 0.113, -0.074], [-0.007, -0.056, 0.056], [-0.033, 0.017, -0.016], [0.035, -0.018, 0.002], [0.000, 0.000, -0.013], [-0.063, 0.047, -0.022], [-0.005, 0.014, 0.002], [-0.002, 0.015, -0.019], [0.017, -0.007, 0.008], [0.000, -0.010, 0.004], [0.022, -0.025, 0.015], [-0.002, 0.000, 0.005], [0.006, 0.024, -0.010], [0.040, 0.027, 0.011], [-0.065, -0.066, 0.006], [0.048, 0.129, 0.035], [-0.032, -0.083, -0.072], [0.027, 0.011, 0.067], [-0.003, -0.017, -0.009], [0.014, 0.042, -0.009], [0.000, -0.003, 0.002], [-0.011, -0.048, 0.000], [-0.012, -0.011, -0.003], [0.005, -0.014, -0.013], [0.005, 0.020, -0.001], [0.006, 0.006, 0.011], [0.005, 0.031, 0.014], [-0.004, 0.000, 0.002], [-0.006, -0.009, -0.025]],
  "smiles": "N#CC[C@@](C#N)(CCCCOC=O)P(O)I.COCCOC.COCCOC.COCCOC.COCCOC.COCCOC.COCCOC",
  "multiplicity": 1,
  "charge": 0
}

***

no.,orbital gap (eV),DFT total energy (eV)
1,10.620,-137836.6562
2,8.915,-86463.3290